DFT (the ωB97M-V functional and the def2-TZVPD basis) results for a cluster of 9 separate species, C21H67ClNO32P7 in total.

- LUMO: -0.1 eV
- Charge: 0
- DFT total energy: -6152.70354 Eh
- Largest force on an atom: 4.8 eV Å⁻¹

CARTESIAN COORDINATES (ANGSTROEM)
1 N 24.677 0.465 -17.490
2 H 24.513 0.460 -18.495
3 H 25.636 0.180 -17.330
4 H 24.108 -0.251 -17.058
5 H 24.522 1.358 -17.034
6 Cl 22.908 3.846 -17.879
7 O 22.189 5.080 -17.478
8 O 22.595 2.827 -16.920
9 O 22.445 3.469 -19.187
10 O 24.315 4.035 -17.918
11 C 18.725 10.308 -19.690
12 O 18.631 10.646 -18.357
13 P 19.855 10.546 -17.275
14 O 20.958 11.465 -17.549
15 O 20.167 8.957 -17.376
16 C 21.306 8.412 -16.661
17 O 19.097 10.772 -15.867
18 C 18.439 11.999 -15.646
19 H 19.701 10.042 -20.095
20 H 18.291 11.075 -20.332
21 H 18.058 9.444 -19.711
22 H 21.314 8.813 -15.647
23 H 22.175 8.416 -17.315
24 H 21.018 7.394 -16.398
25 H 17.376 11.979 -15.888
26 H 18.883 12.788 -16.254
27 H 18.445 12.304 -14.600
28 C 17.996 -0.197 -15.963
29 O 18.118 0.932 -16.775
30 P 17.189 2.221 -16.407
31 O 17.156 2.605 -14.991
32 O 15.765 1.694 -16.936
33 C 15.548 1.618 -18.346
34 O 17.610 3.387 -17.436
35 C 18.826 4.185 -17.309
36 H 17.861 0.031 -14.904
37 H 18.978 -0.671 -15.956
38 H 17.215 -0.901 -16.250
39 H 15.324 0.556 -18.446
40 H 16.424 2.025 -18.846
41 H 14.633 2.122 -18.656
42 H 19.716 3.640 -17.623
43 H 18.869 4.459 -16.255
44 H 18.761 5.098 -17.900
45 C 25.796 4.461 -21.516
46 O 26.252 3.185 -21.934
47 P 27.768 2.747 -21.590
48 O 28.294 1.841 -22.633
49 O 28.548 4.102 -21.371
50 C 29.087 4.806 -22.465
51 O 27.653 2.205 -20.073
52 C 27.745 2.992 -18.925
53 H 24.888 4.437 -20.914
54 H 25.859 5.284 -22.228
55 H 26.514 4.758 -20.751
56 H 30.140 5.086 -22.417
57 H 28.578 5.729 -22.744
58 H 29.073 4.106 -23.302
59 H 27.870 4.054 -19.127
60 H 28.502 2.502 -18.311
61 H 26.784 2.834 -18.431
62 C 20.963 0.194 -18.697
63 O 21.077 -0.151 -20.049
64 P 22.534 -0.029 -20.800
65 O 23.734 -0.007 -19.944
66 O 22.439 -1.236 -21.846
67 C 23.705 -1.721 -22.344
68 O 22.309 1.326 -21.687
69 C 23.398 2.041 -22.159
70 H 20.457 -0.612 -18.163
71 H 20.481 1.165 -18.594
72 H 21.908 0.220 -18.152
73 H 23.917 -2.739 -22.021
74 H 24.611 -1.117 -22.292
75 H 23.685 -1.800 -23.433
76 H 24.410 1.828 -21.817
77 H 23.130 3.097 -22.145
78 H 23.570 1.863 -23.224
79 C 18.310 0.649 -21.424
80 O 18.629 1.874 -20.801
81 P 17.868 3.246 -21.332
82 O 17.118 3.084 -22.621
83 O 17.010 3.876 -20.098
84 C 16.384 5.103 -20.299
85 O 19.127 4.297 -21.428
86 C 20.253 3.999 -22.206
87 H 18.182 -0.049 -20.595
88 H 19.105 0.230 -22.041
89 H 17.386 0.660 -22.001
90 H 15.881 5.347 -19.363
91 H 15.528 4.981 -20.965
92 H 17.105 5.813 -20.703
93 H 20.396 4.948 -22.725
94 H 20.163 3.099 -22.815
95 H 21.184 3.919 -21.645
96 C 25.634 7.299 -18.670
97 O 26.109 7.188 -19.975
98 P 27.430 7.969 -20.471
99 O 28.812 7.326 -20.151
100 O 27.095 8.166 -22.082
101 C 28.114 8.892 -22.814
102 O 27.227 9.466 -19.923
103 C 28.307 10.137 -19.288
104 H 24.638 7.737 -18.704
105 H 26.232 7.916 -17.995
106 H 25.754 6.333 -18.177
107 H 28.855 8.237 -23.272
108 H 28.703 9.665 -22.318
109 H 27.551 9.447 -23.563
110 H 29.294 9.678 -19.322
111 H 28.066 10.427 -18.265
112 H 28.395 11.122 -19.749
113 C 24.131 3.674 -13.987
114 O 25.008 2.629 -13.678
115 P 24.599 1.076 -13.652
116 O 25.203 0.373 -14.805
117 O 25.116 0.638 -12.155
118 C 24.764 1.308 -10.958
119 O 22.980 1.159 -13.565
120 C 22.017 0.513 -14.356
121 H 24.281 4.159 -14.952
122 H 24.304 4.466 -13.257
123 H 23.079 3.396 -13.957
124 H 24.545 2.365 -11.102
125 H 25.388 1.196 -10.071
126 H 23.893 0.793 -10.547
127 H 21.245 1.261 -14.540
128 H 21.556 -0.271 -13.754
129 H 22.297 0.131 -15.337